*a*
C4H4 | ωB97M-V/def2-TZVPD

XYZ file:
```
8
Properties=species:S:1:pos:R:3:mulliken_charge:R:1
C 0.359 -1.178 -0.926 0.07
C 0.653 -2.203 -1.561 -0.13
C 0.860 -0.072 0.064 -0.50
C -0.544 -0.097 -0.429 -0.43
H 1.215 -0.519 0.886 0.31
H 1.547 0.523 -0.507 0.22
H -0.839 0.524 -1.360 0.21
H -1.530 -0.374 0.788 0.25
```

Output
net charge: 0
molecular weight: 52.08 g/mol
highest occupied orbital energy: -10.049 eV
frontier orbital gap: 9.735 eV


*b*
C4H4 | ωB97M-V/def2-TZVPD

XYZ file:
```
8
Properties=species:S:1:pos:R:3:mulliken_charge:R:1
C -3.300 -0.122 0.037 -0.20
C -2.100 -0.079 0.053 -0.40
C 1.632 -0.457 -0.109 -0.42
C 0.481 0.194 -0.080 -0.09
H -4.227 -0.501 -0.205 0.32
H 1.859 -1.361 0.347 0.27
H 2.562 -0.074 -0.668 0.22
H 0.159 1.192 -0.459 0.29
```

Output
net charge: 0
molecular weight: 52.08 g/mol
highest occupied orbital energy (spin up / spin down): -10.171 / -9.812 eV
frontier orbital gap (spin up / spin down): 8.989 / 7.881 eV


Of them, *a* has the highest stability.


*a*
C5H4N2 | ωB97M-V/def2-TZVPD

XYZ file:
```
11
Properties=species:S:1:pos:R:3:mulliken_charge:R:1
C 0.140 2.521 -1.945 -0.59
C 0.410 1.619 -1.101 -0.31
C 0.309 0.542 -0.274 0.61
C 0.956 -0.704 -0.220 -0.52
N 0.234 -1.473 0.636 0.44
N -0.822 -0.988 1.172 -0.68
C -0.892 0.338 0.608 -0.32
H -1.608 0.417 -0.218 0.30
H 1.817 -1.088 -0.742 0.46
H 0.486 -2.427 0.892 0.24
H -1.192 1.079 1.351 0.38
```

Output
net charge: 0
molecular weight: 92.10 g/mol
highest occupied orbital energy: -8.608 eV
frontier orbital gap: 7.228 eV


*b*
C5H4N2 | ωB97M-V/def2-TZVPD

XYZ file:
```
11
Properties=species:S:1:pos:R:3:mulliken_charge:R:1
C 2.428 -0.796 -0.149 -0.24
C 1.667 0.080 0.185 -0.30
C 0.333 0.576 0.356 0.30
C -0.443 1.357 -0.543 -0.33
N -1.664 0.870 -0.676 -0.71
N -1.705 -0.187 0.158 0.21
C -0.550 -0.385 0.808 -0.44
H 2.876 -1.667 -0.566 0.37
H -0.146 2.234 -1.104 0.43
H -2.430 -0.877 0.047 0.25
H -0.366 -1.206 1.486 0.47
```

Output
net charge: 0
structure (SMILES): C#Cc1cn[nH]c1
molecular weight: 92.10 g/mol
highest occupied orbital energy: -8.673 eV
frontier orbital gap: 9.553 eV


*c*
C5H4N2 | ωB97M-V/def2-TZVPD

XYZ file:
```
11
Properties=species:S:1:pos:R:3:mulliken_charge:R:1
C -0.932 2.529 0.012 0.40
C -0.225 1.563 0.159 -0.69
C 0.577 0.391 0.326 -0.18
N 0.090 -0.733 1.180 -0.36
C -0.061 -0.831 -0.140 0.05
C -0.536 -1.616 -1.143 -0.03
N 0.476 -2.400 -1.469 -0.47
H -1.560 3.374 -0.124 0.41
H 1.661 0.499 0.340 0.36
H -0.765 -0.660 1.718 0.32
H 1.274 -2.116 -0.859 0.19
```

Output
net charge: 0
structure (SMILES): C#C[C@H]1NC1=C=N
molecular weight: 92.10 g/mol
highest occupied orbital energy (spin up / spin down): -8.103 / -8.104 eV
frontier orbital gap (spin up / spin down): 7.794 / 7.796 eV


*d*
C5H4N2 | ωB97M-V/def2-TZVPD

XYZ file:
```
11
Properties=species:S:1:pos:R:3:mulliken_charge:R:1
C -0.511 1.343 -2.427 0.08
C -0.179 0.885 -1.366 -0.57
C 0.040 0.219 -0.139 0.31
C 1.166 -0.278 0.479 -0.43
C 0.666 -0.951 1.610 -0.39
N -0.659 -0.885 1.685 -0.80
N -1.017 -0.174 0.619 0.30
H -0.914 1.483 -3.394 0.43
H 2.183 -0.171 0.132 0.37
H 1.217 -1.477 2.375 0.45
H -1.991 0.006 0.426 0.24
```

Output
net charge: 0
structure (SMILES): C#Cc1ccn[nH]1
molecular weight: 92.10 g/mol
highest occupied orbital energy: -9.090 eV
frontier orbital gap: 10.073 eV


Of them, *d* has the highest stability.


*a*
C5H4N2 | ωB97M-V/def2-TZVPD

XYZ file:
```
11
Properties=species:S:1:pos:R:3:mulliken_charge:R:1
C 2.280 -0.329 0.217 -0.11
C 1.793 0.122 -0.806 -0.67
C 0.393 0.097 -0.299 0.42
C -0.598 -0.875 -0.362 -0.19
C -1.764 -0.206 0.033 -0.36
N -1.562 1.078 0.331 -0.82
N -0.244 1.222 0.144 0.31
H 2.776 -0.748 1.051 0.39
H -0.465 -1.904 -0.665 0.37
H -2.770 -0.603 0.118 0.43
H 0.160 2.146 0.238 0.25
```

Output
net charge: 0
molecular weight: 92.10 g/mol
highest occupied orbital energy: -8.572 eV
frontier orbital gap: 8.699 eV


*b*
C5H4N2 | ωB97M-V/def2-TZVPD

XYZ file:
```
11
Properties=species:S:1:pos:R:3:mulliken_charge:R:1
C -0.441 -0.736 2.681 0.20
C -0.191 -0.498 1.526 -0.46
C 0.039 -0.140 0.157 0.15
C -0.746 0.675 -0.627 -0.41
C -0.053 0.772 -1.857 -0.41
N 1.067 0.061 -1.873 -0.64
N 1.112 -0.522 -0.571 0.09
H -0.663 -0.945 3.707 0.42
H -1.675 1.106 -0.290 0.37
H -0.245 1.356 -2.760 0.44
H 1.796 -1.129 -0.094 0.26
```

Output
net charge: 0
structure (SMILES): C#Cc1ccn[nH]1
molecular weight: 92.10 g/mol
highest occupied orbital energy: -9.100 eV
frontier orbital gap: 10.038 eV


Of them, *b* has the highest stability.


*a*
C5H4N2 | ωB97M-V/def2-TZVPD

XYZ file:
```
11
Properties=species:S:1:pos:R:3:mulliken_charge:R:1
C 2.244 0.189 -0.200 -0.06
C 1.515 -0.531 0.446 -0.50
C 0.103 -0.609 0.763 0.14
C -0.803 -1.110 -0.170 -0.25
C -1.509 0.021 -0.598 -0.33
N -1.198 1.106 0.114 -0.70
N -0.306 0.678 0.992 0.23
H 2.701 0.924 -0.824 0.36
H -0.882 -2.117 -0.550 0.36
H -2.131 0.113 -1.478 0.42
H 0.265 1.336 1.504 0.32
```

Output
net charge: 0
structure (SMILES): C#Cc1ccn[nH]1
molecular weight: 92.10 g/mol
highest occupied orbital energy: -8.758 eV
frontier orbital gap: 9.566 eV


*b*
C5H4N2 | ωB97M-V/def2-TZVPD

XYZ file:
```
11
Properties=species:S:1:pos:R:3:mulliken_charge:R:1
C -1.168 1.192 2.246 -0.10
C -0.550 0.516 1.465 -0.33
C 0.042 -0.127 0.343 0.26
C -0.435 -1.275 -0.339 -0.34
N 0.071 -1.357 -1.556 -0.75
N 0.906 -0.303 -1.654 0.23
C 0.944 0.448 -0.534 -0.45
H -1.747 1.809 2.893 0.41
H -1.100 -2.044 0.045 0.44
H 1.415 -0.140 -2.513 0.20
H 1.623 1.281 -0.396 0.42
```

Output
net charge: 0
structure (SMILES): C#Cc1cn[nH]c1
molecular weight: 92.10 g/mol
highest occupied orbital energy: -8.840 eV
frontier orbital gap: 9.775 eV


*c*
C5H4N2 | ωB97M-V/def2-TZVPD

XYZ file:
```
11
Properties=species:S:1:pos:R:3:mulliken_charge:R:1
C -2.033 -0.300 0.235 0.26
C 1.540 -0.338 0.640 -0.24
C 0.338 0.561 0.770 -0.26
C -0.686 0.033 -0.094 -0.40
C 0.300 -1.696 -0.383 -0.04
N -3.120 -0.661 0.357 -0.43
N 1.300 -1.603 0.369 -0.25
H 0.051 0.475 1.795 0.34
H 0.671 1.531 0.630 0.31
H -0.552 0.009 -1.128 0.37
H 0.077 -2.250 -1.309 0.32
```

Output
net charge: 0
molecular weight: 92.10 g/mol
highest occupied orbital energy (spin up / spin down): -8.682 / -8.915 eV
frontier orbital gap (spin up / spin down): 7.592 / 7.832 eV


Of them, *b* has the highest stability.


*a*
C5H4N2 | ωB97M-V/def2-TZVPD

XYZ file:
```
11
Properties=species:S:1:pos:R:3:mulliken_charge:R:1
C -2.379 -0.323 1.154 -0.22
C -1.193 -0.093 1.235 -0.42
C 0.079 -0.109 0.576 0.43
C 0.099 -0.906 -0.604 -0.22
N 0.979 -0.481 -1.480 -0.74
N 1.598 0.540 -0.856 0.24
C 1.100 0.803 0.380 -0.53
H -3.384 -0.448 0.815 0.36
H -0.599 -1.717 -0.802 0.45
H 2.176 1.147 -1.413 0.24
H 1.524 1.587 0.994 0.42
```

Output
net charge: 0
structure (SMILES): C#Cc1cn[nH]c1
molecular weight: 92.10 g/mol
highest occupied orbital energy: -8.796 eV
frontier orbital gap: 9.687 eV


*b*
C5H4N2 | ωB97M-V/def2-TZVPD

XYZ file:
```
11
Properties=species:S:1:pos:R:3:mulliken_charge:R:1
C 2.223 -0.358 -0.553 0.44
C 1.146 -0.396 0.007 -0.65
C 0.063 0.060 1.204 -0.58
C -0.380 -0.864 0.161 0.06
C -1.351 -0.130 -0.653 -0.31
N -1.463 1.087 -0.225 -0.57
N -0.607 1.189 0.826 0.17
H 3.208 -0.299 -0.966 0.41
H -0.352 -1.945 0.261 0.37
H -1.935 -0.481 -1.496 0.43
H -0.508 2.096 1.256 0.22
```

Output
net charge: 0
molecular weight: 92.10 g/mol
highest occupied orbital energy: -8.395 eV
frontier orbital gap: 8.944 eV


*c*
C5H4N2 | ωB97M-V/def2-TZVPD

XYZ file:
```
11
Properties=species:S:1:pos:R:3:mulliken_charge:R:1
C 0.268 -0.836 2.271 0.49
C -0.109 -0.683 1.140 -0.79
C -0.610 -0.521 -0.208 -0.52
N -1.199 0.751 -0.658 -0.57
C 0.016 0.348 -1.269 0.35
C 1.246 1.309 -1.104 -0.24
N 1.939 0.489 -0.605 -0.19
H 0.630 -0.959 3.270 0.41
H -1.198 -1.369 -0.563 0.33
H -1.002 1.491 0.013 0.32
H 0.020 -0.019 -2.286 0.41
```

Output
net charge: 0
structure (SMILES): C#C[C@H]1N[C@H]1C#N
molecular weight: 92.10 g/mol
highest occupied orbital energy: -9.565 eV
frontier orbital gap: 9.421 eV


Of them, *a* has the highest stability.


*a*
C12H39N3O6 | ωB97M-V/def2-TZVPD

XYZ file:
```
60
Properties=species:S:1:pos:R:3:mulliken_charge:R:1
C 1.073 3.362 -1.482 -0.61
O 1.161 2.280 -2.379 -0.44
C 1.051 1.008 -1.741 -0.05
C 1.620 -0.080 -2.558 0.04
C 1.046 0.099 -3.989 -1.43
N 1.136 -1.283 -1.743 -0.49
H 1.918 3.451 -0.843 0.18
H 0.154 3.328 -0.914 0.20
H 1.126 4.318 -2.027 0.34
H 1.616 0.901 -0.818 0.16
H 0.023 0.805 -1.508 0.20
H 2.714 -0.127 -2.502 0.33
H -0.017 0.194 -4.038 0.29
H 1.340 -0.792 -4.544 0.41
H 1.444 0.928 -4.556 0.37
H 0.216 -1.497 -2.123 0.01
H 1.679 -2.096 -1.985 0.28
C -3.368 1.232 0.612 -0.47
O -3.367 -0.146 0.778 -0.40
C -2.679 -0.867 -0.214 -0.16
C -2.928 -2.355 -0.018 0.37
C -2.743 -2.787 1.451 -1.35
N -1.946 -3.057 -0.993 -0.65
H -3.934 1.511 -0.275 0.31
H -2.326 1.580 0.537 0.02
H -3.895 1.576 1.506 0.27
H -3.066 -0.610 -1.230 0.45
H -1.627 -0.622 -0.157 -0.10
H -3.876 -2.683 -0.441 0.39
H -1.695 -2.666 1.700 0.26
H -2.943 -3.867 1.591 0.37
H -3.373 -2.257 2.149 0.34
H -1.072 -3.069 -0.411 0.00
H -2.288 -4.051 -1.053 0.30
C 4.165 2.861 1.831 -0.85
O 2.786 2.723 1.496 -0.24
C 2.258 1.521 2.041 -1.00
C 0.787 1.386 1.870 1.45
C 0.196 2.623 2.531 -1.59
N 0.396 0.146 2.721 -0.65
H 4.296 2.927 2.918 0.32
H 4.527 3.733 1.328 0.25
H 4.753 1.974 1.503 0.34
H 2.758 0.617 1.578 0.41
H 2.483 1.451 3.137 0.57
H 0.417 1.181 0.834 -0.54
H -0.836 2.346 2.718 0.51
H 0.430 3.510 1.913 0.32
H 0.718 2.672 3.528 0.35
H 0.409 0.427 3.688 0.28
H -0.589 0.004 2.661 0.15
O -2.054 -1.288 -3.129 -0.65
H -1.809 -1.744 -3.953 0.33
H -1.958 -1.948 -2.414 0.32
O 0.448 -4.898 0.860 -0.66
H -0.475 -4.642 1.062 0.31
H 0.885 -4.011 0.932 0.40
O 0.872 -2.105 0.926 -0.62
H 0.994 -1.441 1.583 0.29
H 0.969 -1.685 0.056 0.49
```

Output
net charge: 0
structure (SMILES): COC[C@H](C)N.COC[C@H](C)N.COC[C@H](C)N.O.O.O
molecular weight: 321.46 g/mol
highest occupied orbital energy: -9.799 eV
frontier orbital gap: 10.517 eV


*b*
C12H39N3O6 | ωB97M-V/def2-TZVPD

XYZ file:
```
60
Properties=species:S:1:pos:R:3:mulliken_charge:R:1
C 2.568 -0.913 -2.280 -1.02
O 1.282 -1.472 -1.994 0.05
C 0.572 -1.628 -3.258 -0.92
C -0.604 -2.610 -2.928 0.53
C -0.056 -3.917 -2.469 -1.25
N -1.413 -2.873 -4.103 -0.75
H 3.106 -0.840 -1.385 0.28
H 2.465 0.095 -2.617 0.38
H 3.107 -1.539 -3.006 0.31
H 0.137 -0.681 -3.615 0.32
H 1.163 -1.986 -4.027 0.54
H -1.188 -2.123 -2.147 0.12
H 0.489 -4.421 -3.298 0.32
H -0.890 -4.638 -2.225 0.35
H 0.651 -3.875 -1.567 0.20
H -1.711 -2.024 -4.542 0.29
H -0.722 -3.288 -4.787 0.32
C -1.959 4.550 1.449 -0.78
O -2.528 3.244 1.493 -0.40
C -2.154 2.480 2.638 -0.70
C -2.688 1.079 2.342 1.05
C -4.225 1.020 2.485 -1.59
N -2.036 -0.009 3.081 -0.59
H -0.883 4.481 1.185 0.26
H -2.076 5.009 2.430 0.35
H -2.564 5.089 0.730 0.25
H -1.096 2.505 2.836 0.27
H -2.634 2.760 3.559 0.50
H -2.508 0.827 1.273 -0.03
H -4.611 1.721 1.714 0.32
H -4.720 1.238 3.431 0.39
H -4.470 -0.038 2.240 0.39
H -2.348 -0.068 4.069 0.23
H -1.000 -0.011 2.991 0.02
C 4.816 -1.962 1.536 -0.87
O 3.863 -0.947 1.494 -0.38
C 2.584 -1.362 1.344 -0.89
C 1.686 -0.198 0.942 0.61
C 1.771 0.814 2.026 -1.07
N 0.349 -0.552 0.653 -0.37
H 4.926 -2.500 0.594 0.28
H 4.612 -2.609 2.340 0.37
H 5.745 -1.528 1.852 0.30
H 2.400 -2.139 0.566 0.33
H 2.191 -1.746 2.283 0.53
H 2.073 0.302 0.094 0.02
H 1.256 1.767 1.795 0.11
H 2.769 1.177 2.360 0.39
H 1.188 0.407 2.944 0.25
H 0.204 -0.923 -0.268 0.07
H -0.212 -0.926 1.371 0.22
O 1.028 2.819 -2.367 -0.67
H 0.427 2.565 -1.656 0.41
H 0.404 2.841 -3.136 0.30
O -0.510 1.767 -0.410 -0.74
H -0.138 0.921 0.039 0.63
H -1.040 2.178 0.271 0.14
O -2.230 0.574 -2.203 -0.62
H -1.624 1.112 -1.628 0.42
H -2.991 1.002 -2.536 0.24
```

Output
net charge: 0
structure (SMILES): COC[C@H](C)N.COC[C@H](C)N.COC[C@H](C)N.O.O.O
molecular weight: 321.46 g/mol
highest occupied orbital energy: -9.221 eV
frontier orbital gap: 9.969 eV


Of them, *a* has the highest stability.